[1]
ORCA calculation (ωB97M-V with the def2-TZVPD basis set) on a molecular structure, C21H26Cl3IrN7O5P2S4.

Structure (XYZ):
```
69
Properties=species:S:1:pos:R:3:forces:R:3:lowdin_spin:R:1
Ir -0.028 -1.493 -1.782 0.24 0.15 0.09 0.0789
C 3.395 -1.362 1.411 0.01 0.03 0.02 0.0000
N 2.951 0.027 1.422 0.01 -0.01 -0.02 0.0000
C 3.450 0.813 2.541 0.02 0.03 -0.04 0.0000
P 1.679 0.571 0.545 0.25 0.16 0.00 0.0003
O 1.231 -0.547 -0.321 -0.53 -0.13 0.09 0.0024
O 0.663 1.085 1.657 -0.03 0.03 -0.12 0.0001
P -0.961 1.336 1.642 -0.11 0.01 -0.11 0.0001
O -1.477 1.623 0.296 0.21 0.08 0.09 0.0002
N -1.462 0.003 2.450 0.10 -0.06 0.07 0.0006
C -2.914 -0.166 2.533 0.08 0.09 0.10 0.0000
C -0.724 -1.257 2.485 -0.10 -0.08 -0.20 0.0028
N -1.209 2.587 2.676 0.09 0.03 -0.01 0.0000
C -0.731 2.521 4.049 -0.01 -0.01 0.00 0.0000
C -1.344 3.941 2.150 -0.05 -0.03 0.01 0.0000
N 2.015 1.911 -0.336 0.05 -0.10 0.03 0.0000
C 2.851 1.718 -1.529 0.00 0.16 0.14 0.0000
C 2.174 3.228 0.260 -0.08 0.06 0.02 0.0000
H 4.486 -1.388 1.376 0.00 -0.01 0.00 0.0000
H 3.009 -1.872 0.535 -0.01 -0.01 -0.03 0.0000
H 3.061 -1.891 2.309 -0.01 0.00 0.00 0.0000
H 4.541 0.803 2.543 0.00 0.00 0.00 0.0000
H 3.095 0.411 3.496 -0.01 0.00 0.00 0.0000
H 3.121 1.848 2.467 0.00 -0.01 0.00 0.0000
H -3.408 0.805 2.501 0.00 0.00 -0.01 0.0000
H -3.165 -0.649 3.478 -0.01 0.00 0.06 0.0000
H -3.283 -0.780 1.717 0.02 0.02 0.02 0.0000
H 0.339 -1.078 2.627 -0.01 0.00 0.00 0.0000
H -0.877 -1.845 1.571 0.02 0.08 0.11 0.0045
H -1.085 -1.838 3.334 0.00 0.01 0.03 0.0001
H -0.754 1.493 4.402 0.01 0.01 -0.01 0.0000
H -1.379 3.123 4.687 -0.01 0.00 0.00 0.0000
H 0.292 2.906 4.140 0.00 0.01 0.00 0.0000
H -1.705 3.900 1.127 0.00 -0.01 -0.01 0.0000
H -0.392 4.483 2.175 0.02 0.00 0.00 0.0000
H -2.061 4.492 2.760 -0.01 0.00 0.00 0.0000
H 2.686 0.736 -1.951 -0.03 -0.17 -0.05 0.0000
H 3.916 1.825 -1.304 -0.02 -0.02 0.01 0.0000
H 2.573 2.463 -2.276 -0.01 0.02 0.01 0.0000
H 1.508 3.349 1.112 0.01 0.00 -0.01 0.0000
H 1.915 3.982 -0.484 -0.02 0.01 0.01 0.0000
H 3.207 3.407 0.580 0.00 0.01 0.00 0.0000
O -3.157 -7.400 -1.851 0.00 0.00 0.01 0.0350
C -2.558 -6.372 -1.871 -0.02 0.01 -0.01 0.0102
S -2.793 -5.116 -3.116 0.00 -0.02 0.01 0.0204
C -1.616 -4.007 -2.490 0.08 -0.02 0.02 0.1430
C -0.939 -4.380 -1.331 -0.05 0.05 -0.06 0.1539
S 0.290 -3.434 -0.648 -0.04 -0.11 -0.08 0.2362
S -1.350 -5.914 -0.636 0.01 -0.01 0.00 0.0260
S -1.252 -2.588 -3.338 -0.02 -0.14 0.00 0.2518
Cl -5.743 2.465 -2.920 0.00 0.01 -0.01 0.0009
C -4.567 1.333 -2.333 0.03 -0.06 0.05 0.0029
C -3.249 1.441 -2.739 -0.02 -0.02 0.02 -0.0008
C -2.345 0.529 -2.239 -0.05 -0.07 0.04 0.0058
Cl -0.671 0.620 -2.783 0.00 0.14 0.10 0.0024
C -2.656 -0.477 -1.318 0.08 -0.16 -0.04 0.0044
O -1.779 -1.302 -0.783 0.07 0.18 -0.03 0.0079
C -4.022 -0.583 -1.007 -0.02 0.02 0.00 0.0038
Cl -4.527 -1.923 -0.027 -0.12 -0.05 -0.17 0.0008
C -4.963 0.310 -1.482 0.04 0.02 -0.02 -0.0002
H -2.936 2.213 -3.427 -0.01 0.01 -0.01 -0.0001
H -6.001 0.196 -1.205 0.00 0.01 -0.01 0.0000
N 1.728 -1.625 -2.754 -0.14 0.02 -0.11 0.0062
C 2.737 -1.586 -3.318 -0.06 -0.33 -0.03 -0.0004
C 3.959 -1.564 -3.952 0.05 0.17 0.12 -0.0002
C 4.156 -2.288 -5.153 0.01 0.05 0.03 -0.0001
N 4.299 -2.879 -6.132 0.00 -0.02 0.00 0.0000
C 4.969 -0.772 -3.351 0.19 -0.02 -0.22 -0.0001
N 5.787 -0.117 -2.868 -0.10 0.01 0.10 0.0000
```
Positions in Å, forces in eV/Å.

Results
Molar mass: 945.27 g mol⁻¹
HOMO (spin up / spin down): -7.92 / -7.92 eV
2S+1: 2
ΔE to the lowest compared entry with this formula, charge and spin: 0.00 kcal per mole
Net charge: 0

***

[2]
ORCA calculation (ωB97M-V with the def2-TZVPD basis set) on a single C21H26FN3O5 molecule.

Structure (XYZ):
```
56
Properties=species:S:1:pos:R:3:forces:R:3:mulliken_charge:R:1
C 6.254 -2.754 3.852 0.34 0.20 -0.07 -0.6934
H 6.466 -3.111 4.856 -0.03 0.02 -0.04 0.2362
H 6.150 -1.667 3.847 0.03 -0.08 0.01 0.2976
H 7.054 -3.035 3.165 -0.04 0.03 0.10 0.3088
O 5.031 -3.367 3.460 -0.24 -0.17 0.19 -0.3075
C 4.670 -3.211 2.182 -0.21 -0.25 -0.08 0.2208
O 5.322 -2.597 1.379 0.14 0.10 -0.06 -0.5806
C 3.355 -3.924 1.910 -0.02 -0.09 -0.08 0.3455
C 2.225 -3.294 2.736 0.11 0.15 0.04 -1.0677
H 2.520 -3.229 3.784 -0.05 -0.02 0.01 0.4790
H 1.342 -3.931 2.663 -0.02 0.01 0.03 0.4355
C 1.890 -1.898 2.203 -0.15 -0.16 0.40 -0.7868
N 1.520 -1.979 0.810 0.29 -0.04 -0.06 0.0710
C 0.330 -1.699 0.257 -0.27 0.35 0.22 0.9441
O 0.116 -1.831 -0.939 -0.14 -0.13 -0.30 -0.7316
C -0.806 -1.197 1.161 -0.12 -0.01 0.02 -0.2112
N -1.755 -0.541 0.290 0.27 -0.39 -0.16 -0.2068
C -2.316 0.645 0.588 -0.34 -0.14 -0.48 0.0172
O -2.180 1.196 1.660 0.06 0.27 0.38 -0.7048
C -3.128 1.244 -0.558 0.03 0.26 0.28 0.3757
C -2.231 2.143 -1.425 0.21 -0.12 0.02 -1.1392
N -3.121 3.186 -1.903 0.13 -0.32 0.02 0.2158
C -4.257 3.290 -1.145 -0.19 -0.26 0.28 0.4521
O -5.146 4.094 -1.288 -0.22 0.22 0.00 -0.6635
C -4.201 2.214 -0.079 -0.01 -0.11 0.05 -0.9083
H -5.178 1.758 0.068 -0.01 0.07 -0.03 0.4308
H -3.890 2.669 0.866 -0.02 0.00 -0.06 0.2960
C -2.746 4.031 -2.953 0.08 0.34 -0.32 0.3288
C -1.410 4.101 -3.353 -0.20 -0.05 0.13 -0.1632
C -1.030 4.918 -4.401 -0.11 0.21 -0.24 -0.7678
C -1.991 5.670 -5.050 0.01 -0.09 0.11 0.3444
C -3.320 5.622 -4.672 0.30 0.04 -0.14 -0.6407
C -3.695 4.801 -3.627 -0.07 -0.03 0.06 -0.3961
H -4.726 4.763 -3.321 -0.02 -0.01 0.01 0.4231
H -4.049 6.220 -5.194 -0.07 0.06 -0.06 0.4238
F -1.621 6.467 -6.077 -0.03 -0.05 0.07 -0.3312
H 0.000 4.976 -4.713 0.09 0.02 -0.05 0.4169
H -0.651 3.529 -2.844 0.06 -0.08 0.07 0.3732
H -1.788 1.601 -2.264 0.02 0.06 0.06 0.5320
H -1.428 2.575 -0.812 0.01 -0.07 -0.09 0.4183
H -3.563 0.447 -1.165 0.05 0.06 -0.01 0.4648
H -1.755 -0.907 -0.655 -0.06 0.17 0.05 0.3720
C -1.480 -2.372 1.878 0.14 0.22 0.00 -1.4896
H -0.800 -2.855 2.573 0.07 -0.12 0.11 0.3105
H -2.343 -2.006 2.429 -0.04 0.01 0.05 0.4506
H -1.816 -3.104 1.146 -0.02 -0.08 -0.05 0.3368
H -0.465 -0.449 1.883 0.00 -0.14 -0.11 0.5582
C 2.592 -2.494 -0.023 0.09 -0.23 -0.48 -0.9536
C 2.992 -3.899 0.423 0.21 0.22 0.11 -0.9825
H 3.844 -4.226 -0.172 -0.03 -0.06 -0.03 0.3826
H 2.161 -4.584 0.249 -0.01 -0.03 -0.01 0.4350
H 2.235 -2.507 -1.054 0.10 0.04 0.15 0.3955
H 3.454 -1.826 0.051 -0.10 -0.02 -0.03 0.4293
H 1.093 -1.452 2.795 0.06 0.04 -0.04 0.4280
H 2.777 -1.257 2.283 -0.10 0.06 0.05 0.3085
H 3.494 -4.959 2.242 0.01 0.09 0.00 0.4675
```
Positions in Å, forces in eV/Å.

Results
Molar mass: 419.45 g mol⁻¹
HOMO: -8.33 eV
ΔE to the lowest compared entry with this formula, charge and spin: 0.00 kcal per mole
Net charge: 0
SMILES string: COC(=O)C1CCN(C(=O)[C@H](C)NC(=O)[C@H]2CC(=O)N(c3ccc(F)cc3)C2)CC1

***

[3]
ORCA calculation (ωB97M-V with the def2-TZVPD basis set) on a single C21H26N2O3 molecule.

Structure (XYZ):
```
52
Properties=species:S:1:pos:R:3:forces:R:3:mulliken_charge:R:1
C 2.608 -3.915 5.652 -0.22 0.29 -0.33 -1.3968
C 2.306 -2.712 4.771 0.48 -0.05 0.49 -0.1075
H 3.192 -2.436 4.188 -0.18 0.00 0.11 0.2520
H 2.010 -1.854 5.385 0.04 -0.08 -0.12 0.3319
O 1.245 -3.086 3.907 -0.07 -0.03 -0.22 -0.4505
C 0.559 -2.172 3.172 -0.18 0.04 -0.10 0.4138
C -0.649 -2.643 2.662 0.23 0.11 0.08 -0.8244
C -1.468 -1.856 1.878 0.04 0.21 -0.08 -0.5400
C -1.084 -0.558 1.586 0.01 -0.07 0.34 -0.7707
C 0.118 -0.071 2.086 -0.09 0.01 -0.01 0.1259
C 0.956 -0.854 2.868 0.15 -0.10 0.09 1.3482
O 2.156 -0.416 3.371 -0.32 -0.38 -0.04 -0.5282
C 2.659 0.852 3.006 0.20 0.33 -0.23 -0.5622
C 3.245 0.873 1.597 -0.20 -0.14 0.34 -0.6757
H 2.487 0.635 0.855 -0.03 0.02 -0.10 0.0211
H 3.653 1.858 1.384 0.04 0.11 -0.06 0.3727
H 4.041 0.137 1.518 0.08 -0.04 -0.03 0.3226
H 1.893 1.628 3.127 0.07 -0.08 0.05 0.3413
H 3.451 1.042 3.736 -0.15 0.06 -0.08 0.4175
H 0.385 0.948 1.856 0.10 0.11 -0.01 0.4575
C -1.983 0.349 0.803 0.04 -0.12 0.02 0.1413
O -2.927 0.922 1.315 -0.17 0.06 0.24 -0.6846
N -1.685 0.483 -0.512 -0.03 0.06 -0.26 0.0884
C -0.557 -0.107 -1.188 0.50 -0.03 -0.11 -0.7384
H -0.022 -0.771 -0.510 -0.05 0.03 -0.13 0.4894
C 0.371 1.005 -1.712 -0.02 -0.45 0.08 -0.8670
N -0.356 1.907 -2.578 0.10 0.28 0.19 0.1040
C -0.431 1.642 -3.943 0.03 0.06 -0.29 0.9104
C -1.608 1.795 -4.681 -0.06 0.03 0.21 -0.3839
C -1.621 1.587 -6.048 0.06 -0.03 -0.16 -0.8136
C -0.472 1.216 -6.721 -0.08 0.00 -0.15 -0.4744
C 0.704 1.069 -6.004 0.00 -0.05 0.00 -0.6315
C 0.728 1.283 -4.641 0.05 -0.09 0.05 -0.1946
H 1.667 1.193 -4.117 0.06 0.03 0.05 0.4230
H 1.616 0.793 -6.512 0.08 -0.01 -0.03 0.3603
H -0.489 1.048 -7.787 0.00 -0.01 -0.09 0.3864
H -2.549 1.710 -6.589 -0.07 0.01 -0.03 0.3645
H -2.531 2.071 -4.198 -0.06 0.01 0.08 0.2509
C -1.483 2.481 -1.873 -0.29 -0.11 -0.01 -1.1929
H -2.006 3.186 -2.517 0.02 0.01 0.04 0.5611
C -2.436 1.401 -1.342 -0.17 0.41 0.04 -0.6478
H -3.224 1.839 -0.727 0.05 -0.06 -0.13 0.4282
H -2.884 0.846 -2.174 0.00 0.04 0.04 0.3427
H -1.081 3.039 -1.019 -0.09 -0.01 -0.03 0.3930
H 1.209 0.556 -2.240 0.00 0.05 0.05 0.2724
H 0.757 1.583 -0.865 0.05 -0.08 0.00 0.2755
H -0.922 -0.691 -2.044 0.07 0.00 0.06 0.3007
H -2.402 -2.244 1.501 -0.12 -0.05 -0.03 0.4929
H -0.924 -3.657 2.906 -0.02 -0.12 0.05 0.4358
H 2.883 -4.766 5.036 0.06 -0.11 -0.02 0.3234
H 3.427 -3.682 6.327 0.10 0.01 0.08 0.4054
H 1.730 -4.180 6.235 -0.06 -0.05 0.10 0.3309
```
Positions in Å, forces in eV/Å.

Results
Molar mass: 354.45 g mol⁻¹
HOMO: -7.75 eV
ΔE to the lowest compared entry with this formula, charge and spin: 64.19 kcal per mole
Net charge: 0
SMILES string: CCOc1ccc(C(=O)N2CCN(c3ccccc3)CC2)cc1OCC